Record 1
This record from OMol25 describes one molecule with the formula C5H10O2. The level of theory is ωB97M-V with the def2-TZVPD basis set.

```
! wB97M-V def2-TZVPD RIJCOSX def2/J DEFGRID3
* xyz 0 1
C 1.4474 -0.6181 -1.4311
C 0.8997 0.1665 -0.2546
C 0.2690 -0.6718 0.8557
C -0.7388 0.3136 1.4397
C -1.2481 1.0082 0.1762
O -2.3353 0.3247 -0.4048
O -0.1555 1.0268 -0.7140
H 2.2750 -1.2621 -1.1140
H 0.6607 -1.2490 -1.8612
H 1.8134 0.0574 -2.2099
H 1.6928 0.8020 0.1693
H -0.2503 -1.5365 0.4223
H 1.0030 -1.0423 1.5759
H -0.2336 1.0423 2.0850
H -1.5553 -0.1466 1.9993
H -1.5849 2.0352 0.3485
H -1.9592 -0.2504 -1.0824
*
```

The value obtained for the HOMO-LUMO gap is 11.07 eV. As for the SMILES: C[C@@H]1CC[C@H](O)O1. The calculation puts the lowest unoccupied orbital energy at 0.037 Ha. As for the HOMO energy: -10.06 eV.

---

Record 2
This record from OMol25 describes one molecule with the formula C5H10O2 in a non-equilibrium geometry. The level of theory is ωB97M-V with the def2-TZVPD basis set.

```
! wB97M-V def2-TZVPD RIJCOSX def2/J DEFGRID3
* xyz 0 1
C 2.3053 -0.4762 0.7640
O 0.9308 -0.2656 0.5599
C 0.6153 -0.0041 -0.8019
C -0.8747 0.1423 -0.9905
C -1.9520 -0.4861 -0.0045
C -1.6926 0.9625 -0.0280
O -1.0456 1.5029 1.0783
H 2.6438 -1.3857 0.2467
H 2.4610 -0.5954 1.8374
H 2.9011 0.3753 0.4042
H 1.1761 0.8952 -1.1266
H 0.9750 -0.8310 -1.4295
H -1.3321 -0.5375 -1.6781
H -2.8776 -0.8001 -0.5056
H -1.5966 -1.1201 0.7869
H -2.4541 1.6500 -0.3747
H -0.2825 0.9362 1.2903
*
```

The value obtained for the HOMO-LUMO gap is 10.03 eV. As for the SMILES: COC[C@H]1C[C@H]1O. The calculation puts the lowest unoccupied orbital energy at 0.034 Ha. As for the HOMO energy: -9.10 eV.

---

Record 3
This record from OMol25 describes one molecule with the formula C5H10O2 in a non-equilibrium geometry. The level of theory is ωB97M-V with the def2-TZVPD basis set.

```
! wB97M-V def2-TZVPD RIJCOSX def2/J DEFGRID3
* xyz 0 1
C -2.4972 -0.3312 -0.1299
C -1.1173 0.0307 -0.6814
C 0.1028 -0.1035 0.1971
O 0.7165 -1.4154 -0.4254
C 1.1476 0.9959 0.1318
C 2.4403 0.3908 0.6154
O 3.3955 0.1997 -0.0972
H -3.1457 -0.6233 -0.9633
H -2.4279 -1.1992 0.5352
H -3.0198 0.4673 0.4155
H -0.6251 -0.8541 -1.2033
H -1.1243 0.9293 -1.3140
H -0.1190 -0.4276 1.2179
H 1.4336 -1.2752 -1.0758
H 0.8856 1.8670 0.7490
H 1.2692 1.3330 -0.9035
H 2.4402 0.0665 1.6782
*
```

The value obtained for the HOMO-LUMO gap is 10.97 eV. As for the SMILES: CC[C@@H](O)CC=O. The calculation puts the lowest unoccupied orbital energy at 0.037 Ha. As for the HOMO energy: -9.97 eV.

---

Record 4
This record from OMol25 describes one molecule with the formula C5H10O2. The level of theory is ωB97M-V with the def2-TZVPD basis set.

```
! wB97M-V def2-TZVPD RIJCOSX def2/J DEFGRID3
* xyz 0 1
C 0.4999 1.7657 1.2337
C 0.8462 0.8897 0.0332
O 1.9355 0.0355 0.3428
C -0.4132 0.1800 -0.4565
C -0.3156 -1.1301 -1.2578
C -1.2461 -1.6861 -0.1722
O -1.1254 -0.4872 0.6056
H 1.4104 2.2158 1.6375
H -0.1920 2.5656 0.9456
H 0.0252 1.1634 2.0142
H 1.2024 1.5202 -0.7922
H 1.6295 -0.8657 0.4598
H -1.0572 0.9319 -0.9373
H -0.7066 -1.1086 -2.2765
H 0.6858 -1.5690 -1.2656
H -0.9001 -2.5622 0.3883
H -2.2788 -1.8590 -0.5025
*
```

The value obtained for the HOMO-LUMO gap is 10.78 eV. As for the SMILES: C[C@@H](O)[C@H]1CCO1. The calculation puts the lowest unoccupied orbital energy at 0.035 Ha. As for the HOMO energy: -9.84 eV.

---

Record 5
This record from OMol25 describes a 2-piece molecular cluster, C5H10O2 overall. The level of theory is ωB97M-V with the def2-TZVPD basis set.

```
! wB97M-V def2-TZVPD RIJCOSX def2/J DEFGRID3
* xyz 0 1
C 2.6410 -0.5933 -0.3109
C 1.2749 -0.7580 0.3091
O 0.2766 -0.2073 -0.5939
C -0.9122 -0.6850 -0.4000
C -1.5664 1.3800 1.1180
C -1.9280 -0.2994 -1.3874
O -3.0008 0.2471 -1.2334
H 2.8704 0.4630 -0.4750
H 3.3968 -1.0136 0.3603
H 2.6970 -1.1189 -1.2686
H 1.0031 -1.8013 0.4836
H 1.1803 -0.2100 1.2528
H -1.4466 0.2824 1.0521
H -2.4430 1.6602 0.5340
H -1.7008 1.5984 2.1754
H -0.6727 1.8755 0.7246
H -1.6695 -0.8200 -2.3407
*
```

The value obtained for the HOMO-LUMO gap is 8.84 eV. The calculation puts the lowest unoccupied orbital energy at 0.006 Ha. As for the HOMO energy: -8.68 eV.

---

Record 6
This record from OMol25 describes a 2-piece molecular cluster, C5H10O2 overall. The level of theory is ωB97M-V with the def2-TZVPD basis set.

```
! wB97M-V def2-TZVPD RIJCOSX def2/J DEFGRID3
* xyz 0 1
O -1.9776 -1.4249 -0.9966
C -0.8316 -1.7849 -0.8615
C 0.0567 -1.3845 0.2868
C 1.3404 -0.7193 -0.1952
O 2.0508 -0.3182 0.9601
H -0.3657 -2.4549 -1.6173
H -0.4931 -0.7088 0.9476
H 0.3227 -2.2824 0.8608
H 1.0918 0.1452 -0.8288
H 1.9305 -1.4270 -0.7999
H 2.8204 0.1911 0.6785
C -0.4126 2.2093 0.5353
C -1.5686 1.8393 -0.0070
H 0.2406 1.5107 1.0576
H -0.0677 3.2396 0.4793
H -2.2027 2.5551 -0.5257
H -1.9343 0.8147 0.0262
*
```

The value obtained for the HOMO-LUMO gap is 10.77 eV. As for the SMILES: O=CCCO.C=C. The calculation puts the lowest unoccupied orbital energy at 0.029 Ha. As for the HOMO energy: -9.99 eV.

---

Record 7
This record from OMol25 describes one molecule with the formula C5H10O2. The level of theory is ωB97M-V with the def2-TZVPD basis set.

```
! wB97M-V def2-TZVPD RIJCOSX def2/J DEFGRID3
* xyz 0 1
C 1.9486 -0.2596 0.6382
C 0.4920 -0.3421 0.2096
C -0.3259 0.9259 0.5287
C -1.6875 0.8023 -0.1975
O -1.8425 -0.5041 -0.7534
C 0.2338 -0.7390 -1.1890
O -0.1656 -1.4690 0.6721
H 2.4696 0.5917 0.1847
H 1.9765 -0.1584 1.7288
H 2.4655 -1.1866 0.3736
H 0.2043 1.8370 0.2236
H -0.4493 0.9571 1.6156
H -1.7536 1.5029 -1.0367
H -2.5291 1.0062 0.4738
H -1.5074 -1.1268 -0.0183
H 0.5768 -1.7341 -1.4528
H -0.1065 -0.1034 -2.0011
*
```

The value obtained for the HOMO-LUMO gap is 8.56 eV. The calculation puts the lowest unoccupied orbital energy at -0.014 Ha. As for the HOMO energy: -8.95 eV.

---

Record 8
This record from OMol25 describes a 2-piece molecular cluster, C5H10O2 overall. The level of theory is ωB97M-V with the def2-TZVPD basis set.

```
! wB97M-V def2-TZVPD RIJCOSX def2/J DEFGRID3
* xyz 0 1
C 2.2263 0.5621 0.7991
C 1.6884 -0.4653 -0.2004
C 0.1615 -0.6589 -0.1461
C -0.4967 0.6962 -0.0911
O -0.8398 1.3132 -1.0778
H 3.3190 0.5966 0.7605
H 1.8627 1.5706 0.5687
H 1.9308 0.3297 1.8293
H 1.9504 -0.1399 -1.2137
H 2.1753 -1.4334 -0.0383
H -0.1352 -1.2465 0.7306
H -0.1788 -1.1806 -1.0483
H -0.5805 1.1469 0.9162
C -3.2803 -0.2681 -0.4601
O -2.7695 -0.3682 0.6302
H -2.8400 0.3779 -1.2403
H -4.1936 -0.8323 -0.7185
*
```

The value obtained for the HOMO-LUMO gap is 10.33 eV. As for the SMILES: CCCC=O.C=O. The calculation puts the lowest unoccupied orbital energy at 0.027 Ha. As for the HOMO energy: -9.59 eV.

---

Record 9
This record from OMol25 describes one molecule with the formula C5H10O2 in a non-equilibrium geometry. The level of theory is ωB97M-V with the def2-TZVPD basis set.

```
! wB97M-V def2-TZVPD RIJCOSX def2/J DEFGRID3
* xyz 0 1
C 1.0194 -0.5770 1.2496
C -0.3857 -0.2987 0.7508
C -0.7015 -0.8780 -0.6711
O 0.4119 -1.5189 -1.4833
C -0.6288 0.5357 -1.2138
C -0.6197 1.1405 0.2044
O 0.3889 2.0764 0.5277
H 1.1111 -1.6218 1.5684
H 1.2649 0.0680 2.0964
H 1.7623 -0.3754 0.4718
H -1.1185 -0.5882 1.5155
H -1.5408 -1.5591 -0.8004
H 1.1591 -1.8876 -0.9914
H -1.2684 0.9373 -2.0103
H 0.4027 0.1095 -1.5830
H -1.5912 1.5361 0.5611
H 0.3323 2.7879 -0.1239
*
```

The value obtained for the HOMO-LUMO gap is 10.77 eV. As for the SMILES: C[C@@H]1[C@H](O)C[C@@H]1O. The calculation puts the lowest unoccupied orbital energy at 0.033 Ha. As for the HOMO energy: -9.86 eV.

---

Record 10
This record from OMol25 describes one molecule with the formula C5H10O2. The level of theory is ωB97M-V with the def2-TZVPD basis set.

```
! wB97M-V def2-TZVPD RIJCOSX def2/J DEFGRID3
* xyz 0 1
C -1.5347 -1.3386 0.4294
C -0.6156 -0.1625 0.1073
C 0.7745 -0.3866 -0.5115
C 1.9746 0.3135 0.1197
O 1.7076 1.6284 0.5547
C -1.1511 1.0402 -0.5156
O -0.9973 0.9890 0.8940
H -1.0578 -2.3113 0.2752
H -1.8943 -1.3115 1.4674
H -2.4231 -1.2834 -0.2070
H 0.6819 -0.0325 -1.5489
H 0.9348 -1.4624 -0.5832
H 2.7600 0.4106 -0.6385
H 2.3590 -0.3148 0.9323
H 0.9973 1.5745 1.2116
H -2.0966 0.9289 -1.0293
H -0.4193 1.7186 -0.9575
*
```

The value obtained for the HOMO-LUMO gap is 10.77 eV. As for the SMILES: C[C@@]1(CCO)CO1. The calculation puts the lowest unoccupied orbital energy at 0.034 Ha. As for the HOMO energy: -9.85 eV.

---

Record 11
This record from OMol25 describes one molecule with the formula C5H10O2. The level of theory is ωB97M-V with the def2-TZVPD basis set.

```
! wB97M-V def2-TZVPD RIJCOSX def2/J DEFGRID3
* xyz 0 1
C -1.4130 -1.3621 0.3339
C -0.6322 -0.1537 -0.1248
C 0.8232 -0.4038 -0.5291
C 1.8939 0.3013 0.3170
O 1.6496 1.6605 0.5802
C -1.2694 1.0570 -0.6525
O -0.9306 0.9711 0.7292
H -1.3799 -2.1971 -0.3730
H -0.9556 -1.6985 1.2730
H -2.4534 -1.1017 0.5464
H 0.9358 -0.1268 -1.5838
H 1.0254 -1.4805 -0.4705
H 2.8386 0.2647 -0.2351
H 2.0376 -0.2716 1.2466
H 0.7970 1.6957 1.0433
H -2.3295 1.0854 -0.9021
H -0.6375 1.7600 -1.1986
*
```

The value obtained for the HOMO-LUMO gap is 10.89 eV. As for the SMILES: C[C@@]1(CCO)CO1. The calculation puts the lowest unoccupied orbital energy at 0.035 Ha. As for the HOMO energy: -9.94 eV.

---

Record 12
This record from OMol25 describes one molecule with the formula C5H10O2. The level of theory is ωB97M-V with the def2-TZVPD basis set.

```
! wB97M-V def2-TZVPD RIJCOSX def2/J DEFGRID3
* xyz 0 1
O 2.4224 0.2764 0.6165
C 1.5357 -0.4842 -0.1819
C 0.1625 -0.5210 0.4720
C -0.3894 0.9044 0.6885
C -1.5806 0.9910 -0.2818
O -1.3862 -0.0478 -1.2254
C -0.8625 -1.1359 -0.4922
H 3.1084 0.6326 0.0406
H 1.4239 -0.0345 -1.1785
H 1.9134 -1.5095 -0.3116
H 0.2206 -1.0791 1.4118
H -0.6924 1.0772 1.7246
H 0.3834 1.6414 0.4504
H -1.6338 1.9367 -0.8300
H -2.5344 0.8454 0.2523
H -0.4267 -1.8372 -1.2103
H -1.6645 -1.6557 0.0549
*
```

The value obtained for the HOMO-LUMO gap is 10.73 eV. As for the SMILES: OC[C@H]1CCOC1. The calculation puts the lowest unoccupied orbital energy at 0.034 Ha. As for the HOMO energy: -9.81 eV.

---

Record 13
This record from OMol25 describes a 2-piece molecular cluster, C5H10O2 overall. The level of theory is ωB97M-V with the def2-TZVPD basis set.

```
! wB97M-V def2-TZVPD RIJCOSX def2/J DEFGRID3
* xyz 0 1
C -2.0016 -0.5108 0.9140
C -1.1064 0.2489 -0.0141
O -1.3301 1.5146 -0.0514
C 0.1864 -0.4498 -0.3936
C 1.4672 0.3301 -0.7171
C 2.0050 -0.2545 0.5965
O 0.7657 -0.9352 0.8616
H -2.9606 -0.0057 1.0403
H -2.1611 -1.5476 0.6032
H -1.4806 -0.5505 1.8770
H -0.8741 0.8210 -2.1587
H -0.9202 1.6986 -1.0098
H -0.0223 -1.2891 -1.0602
H 1.9551 -0.0136 -1.6298
H 1.3969 1.4176 -0.7358
H 2.2363 0.4800 1.3767
H 2.8443 -0.9539 0.5013
*
```

The value obtained for the HOMO-LUMO gap (alpha / beta) is 7.05 / 7.05 eV. The calculation puts the lowest unoccupied orbital energy (alpha / beta) at -0.016 / -0.016 Ha. As for the HOMO energy (alpha / beta): -7.49 / -7.49 eV.

---

Record 14
This record from OMol25 describes C5H10O2 as an isolated structure. The level of theory is ωB97M-V with the def2-TZVPD basis set.

```
! wB97M-V def2-TZVPD RIJCOSX def2/J DEFGRID3
* xyz 0 1
C -1.6328 0.1137 -1.3925
O -0.4779 -0.3512 -0.7349
C 0.2437 0.6673 -0.0197
C -0.4292 0.9855 1.3258
C 1.6261 0.2352 0.3889
C 1.6522 -1.2147 0.6686
O 1.9817 -1.1972 -0.7446
H -1.3946 0.9544 -2.0600
H -2.4024 0.4373 -0.6779
H -2.0279 -0.7126 -1.9897
H 0.2800 1.5513 -0.6714
H -1.1097 1.8366 1.2699
H -0.9897 0.1033 1.6452
H 0.3198 1.2114 2.0931
H 2.5037 -1.5933 1.2314
H 0.7399 -1.7850 0.8692
H 1.1170 -1.2421 -1.2015
*
```

The value obtained for the HOMO-LUMO gap is 9.05 eV. The calculation puts the lowest unoccupied orbital energy at 0.032 Ha. As for the HOMO energy: -8.18 eV.

---

Record 15
This record from OMol25 describes a 2-piece molecular cluster, C5H10O2 overall in a non-equilibrium geometry. The level of theory is ωB97M-V with the def2-TZVPD basis set.

```
! wB97M-V def2-TZVPD RIJCOSX def2/J DEFGRID3
* xyz 0 1
C -0.1653 0.1776 2.4853
C 0.2100 -0.3392 1.3501
C 0.5494 0.4402 0.0572
O 1.5913 -0.1019 -0.6444
C -0.3642 1.2464 -0.7069
C -1.8586 1.2965 -0.3704
H 0.5781 0.8434 3.0584
H -0.9338 -0.4311 3.0047
H -0.0185 -1.5310 1.2732
H 1.8563 0.5438 -1.3126
H -0.1086 1.8617 -1.6068
H -2.4775 0.9659 -1.3178
H -2.4815 0.6884 0.3398
H -2.2012 2.3487 -0.1208
O 1.9181 -2.4223 -2.1487
H 2.3160 -3.2908 -2.0707
H 1.5901 -2.2963 -1.2696
*
```

The value obtained for the HOMO-LUMO gap is 8.64 eV. As for the SMILES: C=C/C(O)=C\C.O. The calculation puts the lowest unoccupied orbital energy at 0.017 Ha. As for the HOMO energy: -8.17 eV.

---

Computed values of energy relative to the best compared isomer or geometry (same formula, charge and spin) (unit: kJ/mol) for the preceding records, in sequence: 88.46, 365.39, 265.07, 206.37, 447.35, 244.34, 450.08, 206.61, 315.28, 289.36, 219.97, 145.71, 604.03, 521.66, 499.81.